# 1
An isolated molecule of C30H33N5O6, computed with wB97M-V/def2-TZVPD.

Geometry (Å):
C: 0.6206 6.3350 -0.7565
C: 0.0794 5.6747 -2.0199
O: 1.0378 4.8578 -2.6614
C: 1.3797 3.6498 -2.0945
C: 0.7267 3.0209 -1.0525
C: 1.1541 1.7758 -0.5984
C: 0.3146 1.0759 0.4388
C: 1.1116 0.2743 1.4775
O: 2.2999 0.4081 1.6661
N: 0.3328 -0.5712 2.1862
C: 0.8283 -1.4039 3.2525
C: 0.3726 -0.8941 4.6351
C: 1.1755 0.3290 5.0858
C: 2.3364 -0.3180 5.8384
C: 1.6682 -1.5467 6.4562
O: 0.5820 -1.9004 5.6104
N: -0.6754 0.2317 -0.2447
C: -1.9825 0.5427 -0.1206
O: -2.3885 1.3977 0.6442
C: -2.9649 -0.2932 -0.9490
N: -2.7012 -1.6953 -0.8573
N: -2.5152 -2.4696 -1.9343
N: -2.2040 -3.6478 -1.5905
C: -2.1571 -3.7142 -0.2290
C: -1.8452 -4.7494 0.6522
C: -1.8774 -4.4605 1.9959
C: -2.2264 -3.1894 2.4782
C: -2.5450 -2.1531 1.6294
C: -2.4913 -2.4307 0.2679
C: -0.1539 -0.6656 -1.2203
C: 0.4425 -1.8534 -0.8316
C: 0.9933 -2.6995 -1.7779
C: 0.9597 -2.3456 -3.1126
C: 0.3843 -1.1525 -3.5131
C: -0.1782 -0.2983 -2.5749
O: -0.7772 0.8916 -2.8592
C: -0.6417 1.4130 -4.1609
C: 2.2467 1.1656 -1.1906
C: 2.9112 1.7909 -2.2321
C: 2.4841 3.0218 -2.6973
O: 3.1197 3.6176 -3.7406
H: 0.9072 5.5859 -0.0226
H: 1.4958 6.9344 -0.9958
H: -0.1414 6.9786 -0.3262
H: -0.8293 5.1012 -1.8019
H: -0.1654 6.4362 -2.7662
H: -0.1379 3.4708 -0.5901
H: -0.2723 1.8180 0.9982
H: -0.6635 -0.5764 2.0274
H: 1.9179 -1.4011 3.1894
H: 0.4604 -2.4267 3.1218
H: -0.7060 -0.6914 4.5904
H: 0.5795 0.9460 5.7591
H: 1.5031 0.9312 4.2421
H: 3.1185 -0.6157 5.1404
H: 2.7697 0.3347 6.5921
H: 1.2704 -1.3188 7.4541
H: 2.3407 -2.4050 6.5361
H: -3.9719 -0.0636 -0.5815
H: -2.8936 -0.0053 -2.0004
H: -1.5904 -5.7282 0.2805
H: -1.6358 -5.2310 2.7126
H: -2.2460 -3.0279 3.5457
H: -2.8452 -1.1819 1.9954
H: 0.4691 -2.1183 0.2140
H: 1.4418 -3.6297 -1.4682
H: 1.3850 -3.0013 -3.8562
H: 0.3771 -0.8941 -4.5593
H: -1.0880 2.4056 -4.1256
H: 0.4106 1.4989 -4.4446
H: -1.1755 0.8019 -4.8953
H: 2.5907 0.2067 -0.8404
H: 3.7632 1.3292 -2.7041
H: 2.6992 4.4768 -3.8867

For the largest force on an atom, the calculation gives 1.342 eV Å⁻¹. For the orbital gap, the calculation gives 8.57 eV. The structure (SMILES) is CCOc1cc([C@H](C(=O)NC[C@@H]2CCCO2)N(C(=O)Cn2nnc3ccccc32)c2ccccc2OC)ccc1O. As for the net charge: 0. As for the energy above the lowest of the compared OMol25 structures with the same formula, charge and spin: 0.0768 eV.

---

# 2
A cluster of 11 separate species, C34H95N5O18 in total, computed with wB97M-V/def2-TZVPD.

Geometry (Å):
C: 0.6318 10.9900 5.2304
O: 0.5117 9.6008 5.1778
C: -0.7335 9.0624 4.8024
C: -0.6855 7.5753 4.3738
C: 0.2241 7.1382 3.2392
N: -2.0660 7.1797 4.1780
H: 1.7025 11.1756 5.3235
H: 0.1028 11.4353 6.0798
H: 0.3105 11.5040 4.3170
H: -1.3429 9.0116 5.7111
H: -1.2723 9.6450 4.0492
H: -0.3443 7.0374 5.2651
H: 0.1968 6.0585 3.1037
H: 1.2646 7.4056 3.4353
H: -0.0599 7.7138 2.3529
H: -2.3134 6.8453 3.2614
H: -2.5434 6.6548 4.8886
C: 2.2390 -2.6141 -6.7411
O: 1.2700 -3.5745 -6.3616
C: 0.5313 -4.2231 -7.4147
C: 1.4455 -5.2400 -8.1310
C: 0.7711 -5.8678 -9.3678
N: 1.7341 -6.3566 -7.2243
H: 1.8820 -2.0570 -7.6125
H: 3.2483 -3.0032 -6.8814
H: 2.2075 -1.8835 -5.9279
H: -0.2709 -4.6838 -6.8337
H: -0.0378 -3.6317 -8.1434
H: 2.4417 -4.8252 -8.2863
H: 0.2728 -5.0373 -9.8733
H: 0.0563 -6.6322 -9.0839
H: 1.6438 -6.1845 -9.9349
H: 2.1069 -5.9257 -6.3768
H: 0.9383 -6.8496 -6.8296
C: -1.2666 -1.8009 -5.1450
O: -2.1571 -1.2213 -6.1275
C: -3.0739 -2.1328 -6.6901
C: -4.2333 -2.5282 -5.7219
C: -4.4220 -4.0068 -5.4723
N: -5.5109 -1.9011 -6.0533
H: -1.6627 -2.6745 -4.6267
H: -1.3762 -0.9955 -4.4116
H: -0.2476 -1.8547 -5.5128
H: -3.5157 -1.5647 -7.5107
H: -2.6118 -3.0406 -7.0965
H: -4.0914 -2.0623 -4.7367
H: -3.7057 -4.4378 -4.7768
H: -4.3138 -4.5487 -6.4217
H: -5.4471 -4.2614 -5.2012
H: -5.4048 -0.9418 -6.3598
H: -5.9237 -2.4073 -6.8349
C: -0.0911 -3.6878 4.2377
O: 0.3790 -5.0225 4.2089
C: -0.6600 -5.9441 4.4431
C: -1.1634 -6.0628 5.9205
C: -0.1124 -6.6719 6.8360
N: -2.3528 -6.9291 6.0006
H: -0.6542 -3.4739 5.1497
H: -0.6780 -3.4916 3.3376
H: 0.7931 -3.0580 4.3342
H: -1.5472 -5.5467 3.9308
H: -0.4473 -6.9587 4.1107
H: -1.4871 -5.0633 6.2315
H: 0.0825 -7.6815 6.4668
H: -0.5169 -6.9132 7.8235
H: 0.7542 -6.0231 6.9423
H: -2.7286 -6.7061 6.9174
H: -3.0640 -6.6076 5.3483
C: 0.1984 3.1975 2.5399
O: 0.3772 1.8164 2.8484
C: 0.3948 1.0521 1.6502
C: 0.2779 -0.4263 1.9070
N: 0.4043 -1.0900 0.6267
C: 0.2223 -2.5419 0.5504
C: 0.3672 -2.9285 -0.9084
O: 1.6220 -2.5746 -1.4642
C: 1.5950 -2.4631 -2.8727
H: -0.2036 3.5896 3.4753
H: -0.4935 3.4119 1.7263
H: 1.1611 3.6826 2.3504
H: 1.3073 1.2318 1.0653
H: -0.4224 1.3627 0.9922
H: -0.6781 -0.7076 2.3491
H: 1.1368 -0.7202 2.5286
H: 1.2814 -0.8857 0.1643
H: -0.7202 -2.8315 1.0141
H: 1.0157 -2.9410 1.1988
H: -0.3635 -2.3138 -1.4508
H: 0.2959 -3.9894 -1.1777
H: 2.6079 -2.2857 -3.2356
H: 1.0797 -1.5318 -3.1301
H: 1.1993 -3.3465 -3.3774
O: 7.1194 -2.1397 1.3522
C: 5.8359 -2.7113 1.2966
C: 5.2766 -2.7056 -0.1127
O: 5.8393 -3.6868 -0.9697
H: 7.5322 -2.0742 0.4899
H: 5.7393 -3.6863 1.7862
H: 5.1525 -2.1219 1.9183
H: 5.4250 -1.7269 -0.5777
H: 4.2045 -2.9178 -0.0249
H: 5.8079 -3.4217 -1.8889
O: -2.8730 3.0619 3.8711
C: -3.7461 2.1207 4.5511
C: -2.9243 1.3510 5.5875
O: -1.8278 0.7380 4.9226
H: -3.5244 3.6160 3.4297
H: -4.6369 2.6356 4.9168
H: -4.0911 1.4338 3.7707
H: -3.5863 0.7745 6.2293
H: -2.4369 2.1048 6.2189
H: -1.5665 1.3325 4.2076
O: 2.2173 1.5857 4.6026
C: 3.5163 2.0177 4.2094
C: 4.1627 2.9854 5.2325
O: 4.3126 2.5471 6.5468
H: 1.5130 1.6781 3.9002
H: 4.0732 1.0754 4.1658
H: 3.4183 2.3702 3.1774
H: 3.7890 4.0128 5.1609
H: 5.1702 3.0504 4.8025
H: 3.4646 2.1729 6.8206
O: -1.2082 3.2466 -1.1189
C: -0.1754 3.6238 -2.0194
C: 0.4223 2.5123 -2.8249
O: -0.3072 2.1447 -4.0020
H: -1.8208 3.9683 -0.9634
H: -0.4127 4.4538 -2.6907
H: 0.6572 4.0508 -1.4477
H: 0.4815 1.5488 -2.3016
H: 1.4810 2.6677 -3.0376
H: -0.9241 1.4347 -3.8184
O: -3.1628 -2.0327 -1.5288
C: -3.0389 -3.4354 -1.7981
C: -3.5137 -4.2191 -0.5426
O: -4.8750 -4.1472 -0.2201
H: -4.0690 -1.7806 -1.3378
H: -3.6599 -3.6753 -2.6683
H: -2.0349 -3.5979 -2.1822
H: -2.8549 -3.8028 0.2250
H: -3.2725 -5.2669 -0.7168
H: -5.1860 -3.2377 -0.1856
O: 0.6088 8.4033 -2.0247
C: 1.9439 7.8308 -1.8167
C: 2.2103 7.3951 -0.3953
O: 1.4440 6.2287 -0.1308
H: 0.2536 7.9824 -2.8107
H: 2.1068 7.0972 -2.6031
H: 2.5431 8.7227 -2.0160
H: 1.9801 8.1862 0.3187
H: 3.2866 7.1911 -0.4237
H: 1.4724 6.0463 0.8137

For the largest force on an atom, the calculation gives 2.769 eV Å⁻¹. For the orbital gap, the calculation gives 8.76 eV. The structure (SMILES) is COC[C@H](C)N.COC[C@H](C)N.COC[C@H](C)N.COC[C@H](C)N.COCCNCCOC.OCCO.OCCO.OCCO.OCCO.OCCO.OCCO. As for the net charge: 0. As for the energy above the lowest of the compared OMol25 structures with the same formula, charge and spin: 3.3453 eV.

---

no.,LUMO (eV)
1,0.446
2,0.059